DFT (ωB97M-V/def2-TZVPD) results for a single C16H19N3O2S molecule.

```
! wB97M-V def2-TZVPD RIJCOSX def2/J DEFGRID3
* xyz 0 1
C 3.035 1.946 1.013
C 2.408 1.077 0.245
C 1.968 1.371 -1.159
N 0.625 0.912 -1.410
C -0.575 1.438 -1.002
C -0.736 2.603 -0.098
C -1.462 2.164 1.188
C -0.659 1.124 1.917
C 0.240 1.490 2.911
C 1.020 0.537 3.542
C 0.925 -0.794 3.173
C 0.030 -1.171 2.186
C -0.764 -0.218 1.572
N -1.554 0.713 -1.464
N -1.037 -0.309 -2.168
C 0.260 -0.189 -2.124
S 1.382 -1.314 -2.823
C 0.169 -2.592 -3.250
C -0.765 -2.824 -2.073
O -0.415 -2.882 -0.925
O -2.001 -3.028 -2.509
C -3.013 -3.127 -1.514
H 3.352 1.691 2.008
H 3.266 2.944 0.675
H 2.180 0.081 0.596
H 2.029 2.444 -1.370
H 2.620 0.840 -1.863
H 0.243 3.015 0.152
H -1.330 3.370 -0.600
H -1.613 3.040 1.823
H -2.434 1.757 0.907
H 0.328 2.530 3.194
H 1.707 0.835 4.321
H 1.544 -1.536 3.657
H -0.050 -2.203 1.880
H -1.467 -0.522 0.811
H 0.744 -3.492 -3.464
H -0.401 -2.281 -4.124
H -3.240 -2.127 -1.140
H -3.884 -3.558 -2.001
H -2.676 -3.757 -0.689
*
```

Results
strongest force on any atom: 1.21 eV/A
SMILES: C=CCn1c(CCc2ccccc2)nnc1SCC(=O)OC
ΔE to the lowest compared entry with this formula, charge and spin: 230.8 kJ/mol
Kohn-Sham gap: 9.078 eV
HOMO energy: -8.4 eV